Entry from the Open Molecules 2025 dataset: an isolated molecule of C4H6O2 in a non-equilibrium geometry (ωB97M-V with the def2-TZVPD basis set).

Last column: Löwdin charge in e.
Cartesian coordinates (Å):
C  0.654  -0.349  1.200  -0.14
C  1.145  -0.974  0.124  -0.10
O  0.674  -0.610  -1.167  -0.13
C  -0.112  0.623  -1.014  -0.13
C  -1.206  0.325  0.084  -0.18
O  -0.559  0.312  1.310  -0.08
H  1.003  -0.509  2.206  0.12
H  2.002  -1.694  0.066  0.13
H  0.598  1.441  -0.662  0.14
H  -0.542  0.938  -2.008  0.13
H  -2.010  1.092  -0.087  0.14
H  -1.647  -0.597  -0.049  0.10

Calculated values
maximum force = 3.98 eV/Å
HOMO energy = -0.312 hartree
relative energy (zero: lowest compared OMol25 entry of this formula, charge and spin) = 227.3 kJ/mol
orbital gap = 0.3498 Eh
spin multiplicity = 1
M = 86.09 g mol⁻¹
SMILES = C1=COCCO1
total energy = -8338.10576 eV